{"formula": "C4H14O2", "method": "ωB97M-V/def2-TZVPD", "homo_ev": -11.462, "de_lowest_kj_mol": 91.2, "smiles": "CC(C)C.O.O", "charge": 0, "e_tot_ha": -311.24523, "species": ["C", "C", "C", "C", "H", "H", "H", "H", "H", "H", "H", "H", "H", "H", "H", "H", "O", "H", "H", "O"], "xyz": [[-0.69668, -0.00198, -1.88855], [-0.99971, -0.32184, -0.42092], [-0.13535, 0.63616, 0.41277], [-2.49711, -0.18222, -0.09777], [-1.10789, 0.99121, -2.14689], [0.34515, -0.00043, -2.18336], [-1.36615, -0.58522, -2.53921], [-0.67763, -1.35634, -0.27795], [-0.42563, 0.76660, 1.45527], [-0.37390, 1.67559, 0.14083], [0.90725, 0.39346, 0.23540], [-3.01291, -0.12586, -1.05860], [-2.92242, -1.01699, 0.45646], [-2.68876, 0.72787, 0.47036], [1.64035, 1.91909, -0.67041], [2.54679, 1.61748, 0.37045], [2.58612, 2.00844, -0.53338], [1.59575, -1.35758, 2.21634], [1.20521, -2.73110, 1.45260], [1.17273, -2.19480, 2.24126]], "lowdin_charge": [-0.101, -0.464, -0.115, -0.068, 0.084, 0.074, 0.077, 0.117, 0.082, 0.088, 0.049, 0.068, 0.074, 0.074, -0.014, 0.043, -0.072, 0.006, 0.033, -0.038]}


{"formula": "C6H12N2O", "method": "ωB97M-V/def2-TZVPD", "homo_ev": [-7.889, -9.409], "multiplicity": 3, "de_lowest_kj_mol": 114.8, "charge": 0, "s2": 2.013, "e_tot_ha": -420.34572, "species": ["C", "C", "C", "C", "C", "C", "N", "N", "O", "H", "H", "H", "H", "H", "H", "H", "H", "H", "H", "H", "H"], "xyz": [[0.00627, 0.95082, 0.74756], [0.52442, 1.10245, -0.67733], [-0.14239, -0.54236, 0.53865], [-0.34628, 2.00221, -1.50290], [-1.59026, -0.91597, 0.61733], [0.77701, -1.59413, 1.16627], [2.01318, -1.14320, -1.48675], [0.28806, -0.33745, -0.88910], [2.06476, -2.31042, -1.18491], [0.66670, 1.31080, 1.60824], [-1.04246, 1.51558, 0.89819], [1.55890, 1.46149, -0.72772], [-1.40780, 1.96481, -1.33352], [-0.11157, 1.76069, -2.50129], [-0.25604, 2.97756, -1.06961], [-2.02239, -0.45539, 1.54429], [-1.80424, -1.92273, 0.48219], [-2.16331, -0.47614, -0.25385], [0.39137, -1.65364, 2.23943], [1.85083, -1.19860, 1.11585], [0.74526, -2.49639, 0.66897]], "lowdin_spin": [-0.002, 0.054, 0.038, 0.028, 0.027, 0.024, 0.648, 0.643, 0.510, -0.001, -0.001, 0.019, 0.000, 0.000, 0.002, 0.003, 0.000, 0.001, 0.001, 0.001, 0.001]}


{"formula": "C17H18CrN2S5", "method": "ωB97M-V/def2-TZVPD", "homo_ev": [-10.060, -10.190], "multiplicity": 4, "de_lowest_kj_mol": 0.0, "charge": 1, "s2": 3.833, "e_tot_ha": -3803.38856, "species": ["Cr", "C", "C", "C", "C", "C", "C", "C", "C", "C", "H", "H", "H", "H", "H", "H", "H", "H", "H", "H", "H", "H", "S", "C", "S", "C", "C", "S", "S", "S", "N", "C", "C", "C", "C", "C", "N", "H", "H", "H", "H", "H", "H"], "xyz": [[-0.25796, -0.33394, 0.56542], [2.02446, 2.28193, 1.12111], [0.81807, 1.55127, 1.62931], [0.94443, 0.43504, 2.46143], [-0.18565, -0.23983, 2.97734], [-0.03744, -1.36520, 3.95340], [-1.44870, 0.17680, 2.55079], [-1.61794, 1.30284, 1.71613], [-2.99279, 1.73798, 1.31196], [-0.47558, 1.96839, 1.26370], [2.25873, 3.10410, 1.80007], [1.84335, 2.70371, 0.13343], [2.89399, 1.62841, 1.07375], [1.93242, 0.08070, 2.72964], [-0.11732, -0.95420, 4.96211], [0.92848, -1.85631, 3.85772], [-0.82000, -2.10813, 3.81574], [-2.32207, -0.37949, 2.86744], [-3.52146, 2.13050, 2.18209], [-3.57185, 0.89310, 0.93517], [-2.95711, 2.51330, 0.54996], [-0.58781, 2.81387, 0.59891], [-0.36009, -5.27031, -4.13731], [-0.48824, -4.29014, -2.85492], [0.69567, -4.22306, -1.56355], [-0.10407, -3.00472, -0.61281], [-1.26539, -2.51835, -1.10217], [-2.16272, -1.24942, -0.27131], [-1.81387, -3.16963, -2.61873], [0.59517, -2.39974, 0.88820], [-1.08731, 1.56237, -1.83556], [0.12150, 0.97286, -2.15502], [0.83898, 1.35869, -3.29338], [2.04094, 0.75742, -3.56967], [2.52233, -0.23530, -2.71566], [1.78387, -0.55495, -1.60923], [0.60602, 0.04640, -1.30508], [-1.44932, 2.16304, -2.56218], [-1.77633, 0.88229, -1.52382], [0.41885, 2.11001, -3.94736], [2.59817, 1.04408, -4.45081], [3.44941, -0.75386, -2.90694], [2.10618, -1.31252, -0.90929]], "lowdin_spin": [2.891, 0.001, 0.002, 0.003, -0.001, 0.000, 0.005, -0.002, 0.000, 0.008, 0.000, 0.000, 0.000, 0.001, -0.001, 0.000, 0.000, 0.000, 0.000, 0.000, 0.000, 0.001, 0.008, 0.001, 0.000, 0.025, 0.023, 0.004, 0.000, 0.009, 0.010, 0.006, -0.003, 0.007, -0.001, 0.006, -0.008, 0.000, 0.002, 0.000, 0.000, 0.000, 0.001]}


{"formula": "C11H10N2", "method": "ωB97M-V/def2-TZVPD", "homo_ev": -7.899, "de_lowest_kj_mol": 218.6, "smiles": "[H]/N=C/[C@@H]1N=c2ccccc2=C1C=C", "charge": 0, "e_tot_ha": -534.60367, "species": ["C", "C", "C", "C", "C", "C", "C", "C", "C", "C", "C", "N", "N", "H", "H", "H", "H", "H", "H", "H", "H", "H", "H"], "xyz": [[-2.59828, -0.34898, -1.32476], [-3.25851, -0.05285, -0.09832], [-1.25518, -0.20244, -1.47345], [-2.57449, 0.37693, 0.98952], [-0.47970, 0.22636, -0.36710], [-1.15924, 0.50095, 0.89835], [0.97531, 0.67396, 1.35629], [2.05698, 0.14758, -2.27862], [2.03376, 0.30219, -0.95272], [1.57421, -0.59973, 1.92760], [0.86868, 0.42111, -0.13303], [-0.34906, 0.81582, 1.86591], [2.80325, -0.64712, 2.15709], [-3.19477, -0.70847, -2.15004], [-4.32901, -0.19262, -0.05118], [-0.78533, -0.44504, -2.41352], [-3.05294, 0.59710, 1.93087], [1.61004, 1.52043, 1.62498], [2.98786, 0.07129, -2.81352], [1.16286, 0.11342, -2.87589], [2.96743, 0.36203, -0.40524], [0.84093, -1.40338, 2.06458], [3.15520, -1.52854, 2.52221]], "lowdin_charge": [-0.075, -0.072, -0.020, -0.006, -0.097, -0.256, -0.306, 0.052, -0.114, -0.196, -0.113, 0.126, 0.113, 0.102, 0.104, 0.095, 0.112, 0.163, 0.055, 0.042, 0.103, 0.133, 0.055]}